# 1
{
  "formula": "C4H9NO",
  "method": "ωB97M-V/def2-TZVPD",
  "elements": ["H", "H", "H", "N", "H", "H", "H", "H", "H", "O", "C", "C", "C", "C", "H"],
  "coordinates": [[0.86, -0.11, 2.86], [-0.13, -3.09, -0.26], [0.49, 1.63, -1.04], [0.17, 0.00, 0.93], [-0.22, -1.90, 1.74], [-0.44, -1.47, -1.31], [1.24, 1.51, 1.79], [0.02, 0.65, 0.08], [-0.98, 1.45, -0.77], [-0.38, 0.25, -2.35], [-0.20, -1.34, 0.80], [0.80, 0.52, 1.94], [-0.41, 1.45, -1.75], [-0.20, -1.99, -0.40], [-0.62, 2.41, -2.27]],
  "homo_lumo_gap_ha": 0.1810,
  "e_lumo_ha": -0.0567,
  "total_energy_ev": -7825.764,
  "de_lowest_kcal_mol": 151.19,
  "homo_ev": -6.5
}


# 2
{
  "formula": "C21H24N5O8",
  "method": "ωB97M-V/def2-TZVPD",
  "elements": ["H", "C", "N", "C", "C", "C", "H", "C", "N", "C", "C", "H", "H", "H", "H", "C", "C", "N", "H", "C", "N", "H", "O", "H", "N", "C", "H", "H", "C", "O", "O", "H", "C", "H", "O", "C", "H", "H", "C", "H", "H", "H", "H", "H", "O", "H", "C", "O", "H", "C", "H", "O", "C", "C", "H", "C", "C", "O"],
  "coordinates": [[-0.89, 0.32, 3.77], [2.35, 4.41, -1.62], [-3.30, -3.21, 0.35], [-0.29, 0.27, 2.87], [3.79, 6.05, -0.62], [1.08, -6.08, 3.04], [2.50, 5.86, -3.66], [0.16, 1.52, -2.57], [0.05, -1.03, -2.37], [3.04, 5.61, -1.72], [-2.80, -3.19, 1.59], [-2.65, -3.13, -0.42], [-1.13, 1.50, -0.81], [-5.19, -2.34, 0.50], [1.09, -4.59, 1.47], [1.51, 3.69, -2.55], [3.13, 4.09, 0.65], [2.98, 6.33, -2.88], [-5.18, -4.12, 0.44], [-0.82, -0.82, 1.98], [1.00, 2.55, -1.95], [0.75, 0.05, 3.13], [1.99, -0.06, -2.73], [3.15, 3.49, 1.55], [-0.77, -2.06, 2.46], [0.80, 0.11, -2.50], [4.42, 5.64, 1.41], [0.03, 1.74, -3.63], [-1.27, -3.23, 1.74], [-3.53, -3.16, 2.59], [1.15, -7.03, 2.22], [-2.33, 0.41, -3.41], [0.70, -4.70, 2.49], [4.34, 6.99, -0.69], [1.30, -6.17, 4.27], [-2.07, 0.32, -2.35], [-2.99, 0.28, -1.77], [-0.84, -3.24, 0.74], [3.84, 5.29, 0.56], [-0.40, -2.21, 3.39], [-1.75, 2.46, -2.15], [-1.22, -4.54, 3.46], [1.13, -3.91, 3.11], [0.54, -1.87, -2.08], [-1.26, -0.54, 0.87], [-4.86, -3.17, -1.04], [-4.72, -3.21, 0.04], [1.34, 1.62, 0.14], [3.76, 6.94, -3.11], [-0.83, -4.53, 2.45], [-0.33, 1.22, 2.34], [1.26, 4.05, -3.69], [-1.29, -0.97, -2.14], [1.55, 2.49, -0.68], [-1.26, -5.37, 1.90], [2.38, 3.66, -0.46], [-1.23, 1.53, -1.90], [-1.88, -2.04, -2.02]],
  "homo_lumo_gap_ha": 0.1780,
  "e_lumo_ha": 0.0307,
  "total_energy_ev": -46002.274,
  "total_charge": -1,
  "homo_ev": -4.0
}


# 3
{
  "formula": "C6H12NO",
  "method": "ωB97M-V/def2-TZVPD",
  "elements": ["H", "H", "H", "H", "H", "C", "C", "H", "H", "H", "C", "H", "H", "N", "C", "C", "H", "C", "H", "O"],
  "coordinates": [[-1.81, 0.72, -0.11], [-5.03, -0.01, -0.73], [0.44, -0.19, 1.46], [3.45, -0.20, 1.60], [-3.91, 0.54, 0.24], [-3.10, -0.80, -0.85], [2.99, 0.45, 1.03], [2.34, 1.07, 1.68], [2.32, -1.30, 0.00], [-3.16, -1.66, -1.43], [2.05, -0.28, -0.01], [0.39, 1.16, 0.36], [2.31, 0.03, -1.01], [-4.25, -0.23, -0.15], [-0.54, -0.73, -0.42], [-1.83, -0.29, -0.56], [-0.58, -1.83, -0.58], [0.52, 0.01, 0.36], [2.99, 1.56, -0.44], [3.67, 1.45, 0.34]],
  "homo_lumo_gap_ha": 0.1497,
  "e_lumo_ha": 0.1335,
  "total_energy_ev": -9950.248,
  "total_charge": -1,
  "de_lowest_kcal_mol": 71.45,
  "homo_ev": -0.4
}


# 4
{
  "formula": "C13H19Br2DyN6O2STe",
  "method": "ωB97M-V/def2-TZVPD",
  "elements": ["Dy", "H", "H", "H", "C", "H", "N", "Te", "N", "H", "C", "H", "H", "O", "C", "N", "H", "C", "C", "C", "C", "H", "H", "Br", "C", "H", "H", "C", "H", "Br", "N", "H", "C", "C", "N", "H", "H", "H", "C", "H", "C", "O", "S", "H", "N"],
  "coordinates": [[-0.06, -0.08, -0.57], [-0.65, -5.80, 0.81], [-0.90, 3.37, 3.49], [-1.49, -4.30, 1.31], [2.35, -1.42, 1.63], [-0.08, 5.43, 1.98], [-3.84, -2.11, -1.45], [-0.42, -3.74, -0.98], [2.29, -0.69, -0.65], [-4.74, -2.44, -1.27], [-0.05, 2.97, -0.25], [2.62, -1.24, -1.45], [2.67, -1.94, 3.55], [-2.09, -0.69, -0.94], [-0.28, 4.41, 1.67], [-4.21, -0.07, -0.46], [-3.27, -2.73, -2.02], [-0.72, 3.34, 2.39], [0.87, 5.07, -1.88], [-0.83, 2.04, 1.81], [0.44, 5.33, -0.57], [-1.03, 1.18, 2.40], [4.07, -2.21, 2.60], [1.65, 3.43, -4.03], [0.93, 3.75, -2.33], [1.16, 5.93, -2.51], [2.57, 0.30, -0.98], [-3.33, -0.95, -0.97], [4.00, -1.00, 0.49], [0.18, 7.16, -0.18], [3.09, -1.90, 2.64], [1.65, -5.48, -0.10], [1.67, -4.54, -0.69], [0.51, 2.65, -1.52], [-0.45, 1.84, 0.51], [-2.36, -5.28, 0.18], [2.18, -4.73, -1.71], [-3.91, 0.91, -0.32], [-1.36, -4.96, 0.49], [-5.16, -0.34, -0.56], [-0.06, 4.27, 0.25], [0.66, 1.42, -1.91], [0.62, -1.36, 1.71], [2.09, -3.69, -0.13], [2.99, -1.09, 0.53]],
  "homo_lumo_gap_ha": [0.2515, 0.2532],
  "e_lumo_ha": [-0.2204, -0.2189],
  "total_energy_ev": -209110.706,
  "spin_multiplicity": 6,
  "s2": 9.3325,
  "total_charge": 2,
  "de_lowest_kcal_mol": 0.00,
  "homo_ev": [-12.8, -12.8]
}


# 5
{
  "formula": "C12H15P",
  "method": "ωB97M-V/def2-TZVPD",
  "elements": ["H", "C", "C", "C", "H", "H", "C", "H", "H", "H", "H", "H", "H", "H", "C", "C", "H", "H", "C", "H", "H", "C", "P", "C", "C", "C", "H", "C"],
  "coordinates": [[-1.88, 3.12, 0.45], [2.68, -1.02, 1.93], [-2.25, -1.70, -1.18], [0.21, -2.46, 0.17], [-0.26, -2.73, 1.04], [2.75, 0.55, 0.57], [0.35, 1.61, 0.22], [-2.16, -1.69, -2.31], [-2.30, 3.22, -1.24], [-0.98, 4.06, -0.62], [-3.22, -1.36, -0.97], [1.22, -4.30, -0.36], [1.16, -3.03, -1.66], [3.78, -0.81, 2.01], [0.86, -0.02, 0.35], [2.10, -0.25, 0.99], [-2.44, 0.95, -1.40], [1.81, 2.51, 2.09], [-1.50, 3.15, -0.57], [2.19, -1.75, 2.61], [0.93, 4.05, 0.74], [-0.77, 1.81, -0.52], [1.64, 2.81, 0.59], [-1.23, -0.64, -0.74], [-1.48, 0.71, -1.03], [0.90, -3.29, -0.61], [-2.09, -2.56, -0.50], [-0.05, -0.95, -0.05]],
  "homo_lumo_gap_ha": 0.3009,
  "e_lumo_ha": 0.0111,
  "total_energy_ev": -21971.705,
  "smiles": "C=Cc1c(C)cc(C)c(P)c1C=C",
  "de_lowest_kcal_mol": 59.83,
  "homo_ev": -7.9
}


# 6
{
  "formula": "C3H8N2O2",
  "method": "ωB97M-V/def2-TZVPD",
  "elements": ["H", "C", "C", "H", "N", "O", "C", "H", "H", "O", "H", "H", "N", "H", "H"],
  "coordinates": [[0.04, 1.46, -0.76], [0.45, 1.54, 0.27], [-2.29, -0.28, -0.03], [-3.16, 0.30, 0.28], [2.28, 0.75, -0.93], [-0.16, 1.91, 1.22], [-0.46, -1.61, 0.50], [0.40, -1.18, 0.98], [-0.59, -2.62, 0.91], [1.74, 1.18, 0.33], [-0.29, -1.69, -0.59], [-2.09, -0.32, -1.10], [-1.61, -0.85, 0.85], [2.81, -0.08, -0.71], [2.93, 1.48, -1.22]],
  "homo_lumo_gap_ha": 0.3775,
  "e_lumo_ha": 0.0283,
  "total_energy_ev": -10313.231,
  "smiles": "NOC=O.C=NC",
  "de_lowest_kcal_mol": 85.81,
  "homo_ev": -9.5
}